# 1
DFT (ωB97M-V/def2-TZVPD) results for C32H48BF25N2NbO18P2S as an isolated structure.

The geometry in XYZ format:
```
130
Properties=species:S:1:pos:R:3
C 3.05 0.42 1.38
C 3.25 0.04 -0.16
O 3.98 -0.94 -0.40
O 2.64 0.88 -1.09
C 2.38 0.23 -2.36
Nb 0.34 -0.78 -2.58
P -0.60 0.17 -0.39
N -1.65 1.35 -0.81
P 1.17 -1.55 -4.92
O 0.77 -0.44 -5.95
B 1.03 -2.74 -1.61
O 0.98 -3.94 -2.45
N 1.56 -2.91 -0.22
C 2.66 -3.95 -0.36
C 0.57 -3.55 0.71
S -1.88 -1.88 -3.17
O -2.58 -0.94 -4.15
O -1.57 -3.15 -3.95
C -2.99 -2.24 -1.70
F -3.56 -1.03 -1.27
F -2.35 -2.93 -0.65
C -4.24 -3.16 -2.17
F -3.82 -4.46 -2.56
F -4.90 -2.60 -3.29
C -5.36 -3.36 -1.05
F -6.10 -2.22 -0.77
F -4.87 -4.00 0.14
F -6.31 -4.29 -1.61
H 2.01 0.22 1.75
H 3.41 1.49 1.52
H 3.76 -0.24 2.00
H 3.18 -0.50 -2.70
H 2.37 1.08 -3.15
H -0.24 0.76 -3.41
H -1.24 -0.83 0.43
H 0.40 0.80 0.42
H -1.68 1.41 -1.85
H 0.69 -2.85 -5.29
H 2.60 -1.64 -4.82
H 0.34 -4.57 -2.05
H 2.24 -5.00 -0.42
H 3.30 -3.73 -1.29
H 3.36 -3.80 0.53
H -0.16 -4.19 0.12
H 1.14 -4.27 1.39
H 0.08 -2.76 1.37
C 5.02 1.47 -9.28
C 5.87 1.10 -8.08
O 5.35 -0.07 -7.43
C 5.69 -1.25 -7.99
O 6.38 -1.36 -8.97
C 5.12 -2.40 -7.18
F 3.83 -2.21 -6.85
F 5.79 -2.59 -6.03
F 5.17 -3.57 -7.84
H 3.98 1.58 -9.00
H 5.37 2.41 -9.72
H 5.07 0.69 -10.05
H 5.82 1.91 -7.34
H 6.92 0.97 -8.35
C -8.03 -5.70 0.94
C -8.02 -4.27 1.42
O -9.18 -4.00 2.22
C -9.13 -4.40 3.50
O -8.19 -4.96 3.99
C -10.41 -4.01 4.24
F -11.52 -4.29 3.53
F -10.44 -2.69 4.50
F -10.54 -4.64 5.41
H -8.95 -5.92 0.40
H -7.18 -5.88 0.27
H -7.97 -6.41 1.77
H -8.05 -3.60 0.56
H -7.11 -4.04 1.98
C 0.31 4.08 6.59
C 1.42 3.18 6.08
O 0.90 1.91 5.66
C 0.34 1.88 4.43
O 0.26 2.83 3.70
C -0.13 0.47 4.10
F -0.80 -0.11 5.12
F 0.90 -0.35 3.81
F -0.96 0.44 3.04
H -0.25 3.57 7.39
H 0.72 5.01 6.99
H -0.40 4.32 5.80
H 2.13 2.98 6.88
H 1.98 3.66 5.27
C -5.58 1.58 5.55
C -5.21 3.03 5.79
O -5.04 3.29 7.20
C -3.86 2.93 7.72
O -2.97 2.42 7.10
C -3.79 3.31 9.20
F -4.91 2.97 9.86
F -3.63 4.63 9.37
F -2.77 2.71 9.84
H -6.47 1.31 6.14
H -5.79 1.40 4.50
H -4.78 0.91 5.87
H -6.02 3.68 5.45
H -4.31 3.31 5.23
C -1.29 7.28 12.97
C -1.51 6.57 11.65
O -0.71 7.16 10.61
C 0.58 6.76 10.57
O 1.07 5.98 11.33
C 1.30 7.42 9.40
F 1.04 8.74 9.30
F 0.94 6.87 8.22
F 2.63 7.31 9.48
H -1.46 8.36 12.86
H -1.96 6.89 13.73
H -0.26 7.16 13.31
H -2.55 6.69 11.34
H -1.32 5.50 11.73
C 9.54 -2.41 -12.24
C 8.46 -2.77 -13.25
O 7.51 -1.70 -13.37
C 7.87 -0.68 -14.17
O 8.91 -0.62 -14.76
C 6.75 0.35 -14.24
F 6.23 0.64 -13.03
F 5.72 -0.07 -15.01
F 7.15 1.52 -14.77
H 9.09 -2.13 -11.28
H 10.22 -3.25 -12.09
H 10.12 -1.56 -12.58
H 7.91 -3.64 -12.89
H 8.88 -3.02 -14.22
```

Output
* LUMO energy: 0.01028 hartree
* Kohn-Sham gap: 5.790 eV
* E_HOMO: -5.51 eV
* charge: -1

# 2
DFT (ωB97M-V/def2-TZVPD) results for C32H48BF7IrN6O5P2S3 as an isolated structure.

The geometry in XYZ format:
```
105
Properties=species:S:1:pos:R:3
Ir 0.34 0.41 0.21
F 6.10 3.00 -1.60
C 4.76 2.92 -1.65
F 4.27 4.13 -1.34
F 4.42 2.68 -2.93
C 4.24 1.85 -0.74
C 5.09 1.16 0.10
C 4.58 0.19 0.95
C 3.22 -0.07 0.92
N 2.40 0.59 0.10
C 2.88 1.56 -0.70
S 1.62 2.34 -1.55
H 6.15 1.38 0.10
H 5.21 -0.37 1.62
H 2.78 -0.83 1.55
F 2.07 -1.80 3.13
B 0.97 -1.03 3.49
F 0.61 -0.18 2.28
F 1.23 -0.14 4.49
F -0.14 -1.82 3.72
C 4.19 -3.06 -0.41
C 3.66 -2.93 -1.83
C 3.64 -1.51 -2.35
O 2.35 -3.56 -1.88
P 0.89 -2.95 -1.81
S 0.35 -2.04 -3.45
S 0.65 -1.97 -0.01
O 0.04 -4.28 -1.64
C 0.40 -5.53 -0.98
C 1.18 -5.36 0.30
C 1.10 -6.44 -1.98
H 5.20 -2.63 -0.36
H 4.25 -4.11 -0.13
H 3.55 -2.54 0.30
H 4.26 -3.54 -2.50
H 3.00 -0.87 -1.75
H 3.29 -1.47 -3.38
H 4.66 -1.10 -2.31
H -0.58 -5.95 -0.75
H 2.17 -4.94 0.11
H 1.32 -6.34 0.76
H 0.68 -4.71 1.01
H 2.11 -6.08 -2.18
H 0.55 -6.47 -2.92
H 1.15 -7.45 -1.58
O -1.62 -0.12 0.58
P -3.08 -0.09 0.97
N -3.63 -1.63 1.18
C -3.43 -2.61 0.10
C -3.11 -3.92 0.82
C -3.78 -3.75 2.18
C -3.51 -2.29 2.50
N -3.31 0.69 2.37
C -2.27 0.87 3.40
C -3.01 1.63 4.50
C -4.00 2.49 3.73
C -4.48 1.55 2.62
N -4.04 0.45 -0.24
C -3.72 1.42 -1.29
C -4.47 0.86 -2.48
C -5.80 0.39 -1.87
C -5.46 0.07 -0.39
H -2.61 -2.31 -0.57
H -4.34 -2.70 -0.50
H -2.03 -4.00 0.94
H -3.46 -4.79 0.26
H -3.38 -4.41 2.94
H -4.86 -3.93 2.09
H -2.51 -2.17 2.92
H -4.23 -1.86 3.20
H -1.44 1.46 3.01
H -1.87 -0.08 3.74
H -2.32 2.21 5.12
H -3.54 0.93 5.15
H -3.48 3.34 3.28
H -4.82 2.87 4.33
H -4.76 2.10 1.71
H -5.34 0.96 2.95
H -2.65 1.52 -1.41
H -4.10 2.42 -1.02
H -3.92 0.00 -2.89
H -4.61 1.59 -3.28
H -6.22 -0.47 -2.38
H -6.53 1.20 -1.91
H -5.59 -0.98 -0.15
H -6.09 0.65 0.28
O -2.14 2.72 0.77
C -1.07 2.99 1.28
N 0.11 2.28 1.14
C 1.13 2.96 1.82
O 2.30 2.65 1.87
C 0.52 4.15 2.48
C 1.09 5.13 3.27
C 0.25 6.14 3.74
C -1.10 6.16 3.40
C -1.66 5.17 2.60
C -0.81 4.17 2.16
H 2.15 5.10 3.52
H 0.65 6.92 4.36
H -1.72 6.96 3.77
H -2.70 5.18 2.32
N -0.43 0.35 -1.68
H -1.35 -0.07 -1.55
H 0.10 -0.28 -2.32
H -0.52 1.24 -2.14
```

Output
* LUMO energy (spin up / spin down): -0.00534 / -0.08821 hartree
* spin multiplicity: 2
* Kohn-Sham gap (spin up / spin down): 8.441 / 6.180 eV
* energy above the lowest of the compared OMol25 structures with the same formula, charge and spin: 29.3 kcal per mole
* E_HOMO (spin up / spin down): -8.59 / -8.58 eV

Max |F| readings, ordered: 5.53; 1.90 eV/Å